1.
Molecular formula: C54H102N5O9S
Method: DFT, ωB97M-V/def2-TZVPD

E_LUMO (alpha / beta): -0.195 / -0.438 eV
ΔE to the lowest compared entry with this formula, charge and spin: 1286.34 kJ/mol
Frontier orbital gap (alpha / beta): 8.6 / 8.4 eV

Structure (ORCA input):
```
! RIJCOSX wB97M-V def2-TZVPD def2/J DEFGRID3
* xyz 0 6
O -6.08 -3.42 -13.63
S -4.67 -4.12 -13.51
O -4.97 -5.74 -14.01
O -6.25 -5.97 -14.04
O -4.21 -4.05 -11.85
C -3.09 -3.05 -11.74
C -2.36 -3.28 -10.25
C -1.67 -1.91 -9.66
C -2.46 -1.40 -8.32
C -2.57 0.25 -8.11
C -3.39 0.81 -6.78
C -4.09 -0.16 -5.66
C -3.98 -1.79 -5.86
C -3.15 -2.35 -7.16
H -6.42 -6.70 -13.37
H -3.59 -2.00 -11.84
H -2.33 -3.27 -12.60
H -1.52 -4.08 -10.39
H -3.18 -3.76 -9.57
H -1.81 -1.06 -10.48
H -0.50 -2.00 -9.50
H -2.08 1.00 -8.87
H -3.44 1.97 -6.63
H -4.64 0.32 -4.74
H -4.47 -2.51 -5.08
H -3.03 -3.53 -7.33
C 2.03 -3.02 -4.01
C 1.64 -2.06 -2.85
C 0.48 -2.67 -2.03
C -0.87 -2.60 -2.75
C -1.18 -1.17 -3.16
C -0.05 -0.52 -4.01
N 1.31 -0.70 -3.41
O 1.42 0.21 -2.34
C -0.09 -1.13 -5.44
C -0.41 0.98 -4.25
C 2.92 -2.07 -1.96
H 2.87 -2.62 -4.58
H 2.34 -4.00 -3.61
H 1.23 -3.24 -4.70
H 0.38 -2.15 -1.07
H 0.69 -3.72 -1.78
H -0.87 -3.26 -3.62
H -1.66 -2.97 -2.08
H -2.13 -1.15 -3.71
H -1.35 -0.57 -2.25
H 0.82 -0.88 -6.00
H -0.94 -0.73 -6.02
H -0.23 -2.21 -5.46
H -0.54 1.54 -3.32
H -1.36 1.08 -4.79
H 0.36 1.48 -4.86
H 3.78 -1.63 -2.49
H 3.20 -3.09 -1.68
H 2.79 -1.52 -1.01
C -5.40 -6.00 1.20
C -4.36 -5.54 2.26
C -5.05 -4.66 3.33
C -5.38 -3.26 2.83
C -4.13 -2.58 2.28
C -3.42 -3.41 1.18
N -3.21 -4.85 1.58
O -2.13 -4.87 2.48
C -4.25 -3.34 -0.13
C -2.09 -2.69 0.79
C -3.95 -6.89 2.93
H -4.94 -6.65 0.45
H -6.21 -6.57 1.67
H -5.90 -5.18 0.68
H -4.41 -4.57 4.21
H -5.98 -5.14 3.68
H -6.17 -3.30 2.07
H -5.79 -2.66 3.66
H -4.41 -1.59 1.89
H -3.44 -2.39 3.11
H -3.92 -4.09 -0.86
H -4.14 -2.36 -0.62
H -5.32 -3.45 0.02
H -1.41 -2.56 1.65
H -2.28 -1.69 0.40
H -1.55 -3.25 0.02
H -3.44 -7.55 2.22
H -4.84 -7.43 3.30
H -3.30 -6.75 3.80
C -3.63 -0.06 7.41
C -4.68 -1.20 7.33
C -5.78 -0.98 8.40
C -5.30 -1.32 9.81
C -4.75 -2.74 9.87
C -3.63 -2.99 8.83
N -4.00 -2.54 7.44
O -4.89 -3.50 6.92
C -2.33 -2.28 9.29
C -3.24 -4.51 8.88
C -5.33 -0.96 5.92
H -2.86 -0.18 6.63
H -4.10 0.91 7.25
H -3.12 0.02 8.37
H -6.65 -1.60 8.18
H -6.13 0.06 8.38
H -4.55 -0.60 10.14
H -6.14 -1.23 10.51
H -4.38 -2.94 10.88
H -5.58 -3.44 9.71
H -1.59 -2.24 8.48
H -1.86 -2.82 10.12
H -2.49 -1.28 9.67
H -4.09 -5.17 8.68
H -2.86 -4.79 9.87
H -2.45 -4.74 8.16
H -4.60 -1.12 5.12
H -5.70 0.07 5.83
H -6.19 -1.61 5.74
C 1.75 3.53 0.63
C 3.10 2.76 0.69
C 2.82 1.23 0.81
C 2.34 0.81 2.19
C 3.32 1.28 3.26
C 3.60 2.80 3.21
N 3.94 3.28 1.82
O 5.27 2.90 1.56
C 2.36 3.57 3.75
C 4.71 3.14 4.25
C 3.72 3.03 -0.72
H 1.93 4.61 0.51
H 1.16 3.20 -0.24
H 1.11 3.38 1.48
H 3.73 0.67 0.57
H 2.08 0.92 0.06
H 1.34 1.21 2.38
H 2.24 -0.28 2.23
H 2.92 1.00 4.25
H 4.25 0.72 3.15
H 2.43 4.64 3.52
H 2.30 3.49 4.85
H 1.41 3.19 3.39
H 5.64 2.58 4.08
H 4.39 2.88 5.27
H 4.95 4.21 4.25
H 3.95 4.09 -0.85
H 3.02 2.75 -1.52
H 4.63 2.45 -0.90
C 8.87 5.47 0.19
C 7.61 6.26 0.65
C 6.51 6.17 -0.43
C 6.79 7.05 -1.64
C 7.03 8.49 -1.22
C 8.16 8.63 -0.15
N 7.99 7.67 1.00
O 6.97 8.18 1.82
C 9.54 8.41 -0.83
C 8.22 10.12 0.31
C 7.13 5.43 1.90
H 9.65 5.49 0.96
H 8.62 4.42 0.01
H 9.30 5.82 -0.74
H 5.54 6.48 0.00
H 6.38 5.13 -0.76
H 7.65 6.66 -2.20
H 5.94 7.01 -2.33
H 7.28 9.09 -2.11
H 6.09 8.90 -0.83
H 10.33 8.27 -0.09
H 9.82 9.29 -1.44
H 9.56 7.58 -1.53
H 7.27 10.48 0.72
H 8.45 10.79 -0.53
H 9.00 10.27 1.06
H 7.87 5.47 2.71
H 6.99 4.38 1.63
H 6.17 5.78 2.29
*
```

---

2.
Molecular formula: C4H3O2P
Method: DFT, ωB97M-V/def2-TZVPD

E_LUMO (alpha / beta): -0.960 / -0.710 eV
ΔE to the lowest compared entry with this formula, charge and spin: 423.76 kJ/mol
Frontier orbital gap (alpha / beta): 8.1 / 7.6 eV

Structure (ORCA input):
```
! RIJCOSX wB97M-V def2-TZVPD def2/J DEFGRID3
* xyz 0 1
C 0.15 -0.36 -0.49
C 1.22 -0.38 0.17
C -0.88 -1.47 -0.25
C 0.23 2.08 0.24
O -0.68 1.98 0.94
O 1.15 2.31 -0.38
P -2.15 -1.21 0.73
H -0.12 0.38 -1.19
H 1.58 -0.99 0.98
H -0.50 -2.35 -0.76
*
```

---

3.
Molecular formula: C28H36CsN2O6Te
Method: DFT, ωB97M-V/def2-TZVPD

E_LUMO: 2.063 eV
ΔE to the lowest compared entry with this formula, charge and spin: 54.08 kJ/mol
Frontier orbital gap: 5.5 eV

Structure (ORCA input):
```
! RIJCOSX wB97M-V def2-TZVPD def2/J DEFGRID3
* xyz -1 1
Cs 0.85 -1.15 1.28
C 3.23 -2.06 5.47
C 2.95 -2.29 3.99
O 1.85 -1.92 3.57
C 3.96 -2.92 3.16
C 5.19 -3.30 3.75
C 6.21 -3.89 3.05
C 6.01 -4.13 1.68
C 4.85 -3.79 1.06
C 3.76 -3.15 1.75
O 2.71 -2.83 1.12
H 2.34 -1.62 5.91
H 4.07 -1.37 5.60
H 3.48 -2.98 5.98
H 5.34 -3.11 4.81
H 7.13 -4.16 3.54
H 6.80 -4.60 1.10
H 4.70 -3.97 0.00
C -2.30 -3.80 2.20
O -2.18 -2.86 1.16
C -2.32 -3.40 -0.13
C -1.17 -4.35 -0.49
O -0.97 -4.46 -1.89
C -2.01 -5.16 -2.53
H -3.20 -4.42 2.07
H -2.41 -3.24 3.13
H -1.43 -4.45 2.28
H -2.30 -2.55 -0.81
H -3.29 -3.90 -0.21
H -1.31 -5.35 -0.06
H -0.26 -3.92 -0.07
H -2.19 -6.13 -2.06
H -1.70 -5.33 -3.56
H -2.94 -4.59 -2.54
C -2.14 6.97 -0.13
C -2.21 5.47 0.05
C -2.77 4.65 -0.91
C -2.84 3.27 -0.76
C -3.46 2.48 -1.88
C -2.35 2.65 0.41
Te -2.50 0.55 0.71
C -1.77 3.49 1.39
C -1.21 2.92 2.67
C -1.71 4.86 1.20
H -2.41 7.24 -1.15
H -1.14 7.35 0.07
H -2.83 7.49 0.54
H -3.14 5.09 -1.83
H -3.33 2.99 -2.83
H -4.54 2.35 -1.71
H -3.05 1.47 -1.93
H -0.35 2.29 2.47
H -1.94 2.27 3.15
H -0.92 3.72 3.35
H -1.26 5.48 1.97
O -0.39 5.56 -3.27
C 0.31 4.91 -2.24
N 0.09 3.47 -2.21
C 0.47 2.74 -3.28
O 0.99 3.27 -4.27
C 0.30 1.26 -3.21
C 0.47 0.53 -4.38
C 0.34 -0.85 -4.33
C 0.08 -1.44 -3.10
N -0.07 -0.75 -1.97
C 0.03 0.58 -2.04
H -0.06 5.16 -4.09
H -0.04 5.32 -1.30
H 1.38 5.08 -2.35
H -0.53 3.10 -1.50
H 0.69 1.04 -5.31
H 0.46 -1.46 -5.21
H -0.01 -2.52 -3.01
H -0.14 1.09 -1.09
*
```

---

4.
Molecular formula: C12H20BrClNO7PS
Method: DFT, ωB97M-V/def2-TZVPD

E_LUMO: 0.144 eV
SMILES: O=C([O-])[N@@H+]1C[C@H](P(O)Cl)O[C@@H](Br)[C@H]1CCCS.C[C@@H]1COC(=O)O1
Frontier orbital gap: 9.3 eV

Structure (ORCA input):
```
! RIJCOSX wB97M-V def2-TZVPD def2/J DEFGRID3
* xyz 0 1
O -2.84 -1.39 3.67
C -2.87 -0.19 3.66
O -3.35 0.74 4.25
N -2.00 0.42 2.41
C -3.00 0.95 1.42
C -2.54 0.99 -0.04
P -3.98 0.63 -1.16
O -3.11 0.57 -2.53
Cl -4.11 -1.36 -0.66
O -1.51 0.08 -0.37
C -0.47 -0.01 0.55
Br 0.46 1.70 0.78
C -1.00 -0.54 1.87
C 0.06 -0.82 2.93
C 1.44 -1.29 2.46
C 1.60 -2.78 2.07
S 0.04 -3.69 1.81
H -1.52 1.22 2.82
H -3.93 0.38 1.56
H -3.22 1.97 1.74
H -2.23 2.01 -0.30
H -2.27 0.11 -2.42
H 0.26 -0.69 0.13
H -1.55 -1.45 1.63
H -0.37 -1.53 3.64
H 0.22 0.11 3.50
H 1.82 -0.68 1.64
H 2.11 -1.11 3.30
H 2.18 -3.30 2.83
H 2.17 -2.85 1.15
H 0.36 -4.23 0.63
C 1.99 0.68 -4.96
C 2.05 1.23 -3.56
C 3.13 2.25 -3.28
O 3.37 2.07 -1.88
C 3.05 0.79 -1.58
O 3.28 0.26 -0.54
O 2.41 0.20 -2.62
H 1.37 -0.21 -4.99
H 1.56 1.42 -5.64
H 2.98 0.42 -5.32
H 1.08 1.63 -3.26
H 2.84 3.28 -3.48
H 4.06 2.02 -3.82
*
```

---

no.,M (g mol⁻¹)
1,997.503
2,114.040
3,757.109
4,468.690